(1)
{"formula": "C22H12ClN5O8V", "method": "ωB97M-V/def2-TZVPD", "charge": 1, "spin_multiplicity": 3, "total_energy_ha": -3125.083717, "s2": 2.0151, "gap_ha": [0.258, 0.261], "lumo_ev": [-4.664, -4.590], "symbols": ["V", "Cl", "C", "C", "C", "C", "O", "C", "C", "N", "C", "C", "C", "C", "C", "C", "C", "C", "N", "C", "C", "H", "H", "H", "H", "H", "H", "H", "H", "H", "H", "O", "N", "O", "C", "C", "C", "C", "O", "C", "C", "N", "O", "O", "N", "O", "O", "H", "H"], "xyz": [[0.068, 0.228, -0.413], [5.145, 5.142, -0.085], [4.029, 3.888, -0.475], [4.456, 2.789, -1.236], [3.580, 1.785, -1.561], [2.250, 1.816, -1.122], [1.428, 0.845, -1.487], [1.819, 2.928, -0.354], [0.445, 3.113, -0.016], [-0.440, 2.165, -0.044], [-1.835, 2.402, -0.039], [-2.492, 3.446, 0.549], [-3.892, 3.555, 0.426], [-4.614, 2.627, -0.270], [-3.964, 1.521, -0.864], [-4.630, 0.488, -1.560], [-3.920, -0.575, -2.047], [-2.535, -0.623, -1.848], [-1.873, 0.346, -1.244], [-2.569, 1.413, -0.737], [2.729, 3.966, -0.063], [5.483, 2.748, -1.571], [3.896, 0.941, -2.158], [0.123, 4.132, 0.195], [-1.951, 4.189, 1.122], [-4.394, 4.387, 0.899], [-5.688, 2.718, -0.360], [-5.704, 0.543, -1.690], [-4.405, -1.392, -2.561], [-1.962, -1.480, -2.173], [2.395, 4.829, 0.501], [2.009, -6.810, 2.424], [2.597, -5.769, 2.238], [3.767, -5.557, 2.468], [1.805, -4.641, 1.719], [2.421, -3.435, 1.510], [1.653, -2.376, 1.054], [0.277, -2.491, 0.735], [-0.420, -1.504, 0.267], [-0.277, -3.775, 0.944], [0.458, -4.820, 1.451], [-1.677, -4.054, 0.588], [-2.225, -4.950, 1.189], [-2.183, -3.395, -0.299], [2.293, -1.104, 0.903], [3.457, -1.047, 0.651], [1.604, -0.063, 1.105], [3.475, -3.312, 1.722], [-0.012, -5.780, 1.616]]}

***

(2)
{"formula": "C22H13Cl2F3MgN4O5S", "method": "ωB97M-V/def2-TZVPD", "total_energy_ha": -3259.759607, "gap_ha": 0.185, "lumo_ev": -2.071, "symbols": ["Mg", "Cl", "C", "C", "C", "Cl", "C", "O", "C", "C", "O", "C", "H", "H", "H", "F", "C", "F", "F", "C", "C", "C", "N", "C", "C", "H", "H", "H", "H", "O", "S", "O", "O", "C", "N", "C", "C", "C", "N", "C", "C", "C", "N", "C", "C", "H", "H", "H", "H", "H", "H"], "xyz": [[-0.464, -0.985, -1.591], [-6.351, -0.629, -5.859], [-5.073, -0.535, -4.697], [-5.225, 0.324, -3.594], [-4.235, 0.426, -2.655], [-4.414, 1.480, -1.304], [-3.029, -0.325, -2.758], [-2.106, -0.213, -1.872], [-2.910, -1.193, -3.885], [-1.742, -1.983, -4.036], [-0.779, -2.037, -3.242], [-3.941, -1.278, -4.848], [-6.128, 0.909, -3.485], [-1.681, -2.602, -4.941], [-3.834, -1.936, -5.701], [6.063, -3.112, -2.699], [5.408, -3.394, -1.564], [5.419, -4.720, -1.394], [6.088, -2.837, -0.552], [4.006, -2.851, -1.615], [2.902, -3.679, -1.491], [1.646, -3.108, -1.538], [1.449, -1.794, -1.684], [2.524, -1.005, -1.820], [3.814, -1.487, -1.794], [3.024, -4.745, -1.362], [0.755, -3.720, -1.460], [2.332, 0.054, -1.942], [4.658, -0.820, -1.905], [-1.724, 5.394, 6.600], [-1.257, 5.348, 5.234], [-2.287, 5.143, 4.239], [-0.243, 6.326, 4.875], [-0.229, 3.819, 5.147], [0.556, 3.523, 6.184], [1.318, 2.447, 6.066], [1.271, 1.616, 4.952], [0.434, 2.023, 3.921], [-0.284, 3.140, 4.012], [0.256, 1.287, 2.656], [-0.739, 1.694, 1.766], [-0.912, 1.017, 0.580], [-0.161, -0.042, 0.223], [0.789, -0.441, 1.088], [1.032, 0.188, 2.288], [1.994, 2.240, 6.889], [1.844, 0.700, 4.921], [-1.356, 2.544, 2.030], [-1.678, 1.312, -0.124], [1.374, -1.307, 0.817], [1.828, -0.180, 2.920]]}

***

(3)
{"formula": "C22H13F6N7O6S3SbTi", "method": "ωB97M-V/def2-TZVPD", "spin_multiplicity": 2, "total_energy_ha": -4564.549411, "s2": 0.7814, "gap_ha": [0.256, 0.143], "lumo_ev": [-1.466, -4.543], "symbols": ["Ti", "O", "C", "O", "C", "C", "C", "C", "C", "N", "C", "O", "O", "H", "H", "H", "H", "O", "C", "C", "C", "C", "C", "C", "C", "O", "N", "N", "C", "S", "C", "C", "S", "H", "H", "H", "H", "H", "H", "H", "H", "H", "S", "C", "N", "F", "Sb", "F", "F", "F", "F", "F", "N", "C", "C", "C", "N", "C", "N"], "xyz": [[1.052, 0.046, -0.757], [-1.987, -2.596, -2.848], [-0.688, -2.616, -2.542], [0.204, -2.446, -3.325], [-0.442, -2.898, -1.085], [-1.149, -3.839, -0.368], [-0.779, -4.087, 0.950], [0.304, -3.424, 1.493], [0.946, -2.485, 0.705], [0.565, -2.213, -0.538], [2.136, -1.653, 1.145], [2.630, -1.796, 2.229], [2.491, -0.790, 0.213], [-2.082, -2.307, -3.771], [-1.981, -4.350, -0.831], [-1.325, -4.807, 1.545], [0.649, -3.584, 2.505], [2.704, 1.449, 2.225], [1.888, 1.322, 3.290], [2.419, 1.781, 4.498], [1.681, 1.754, 5.659], [0.379, 1.253, 5.649], [-0.148, 0.786, 4.470], [0.584, 0.809, 3.273], [-0.085, 0.352, 2.044], [0.490, 0.585, 0.853], [-1.229, -0.223, 2.103], [-1.771, -0.526, 0.881], [-2.667, 0.240, 0.448], [-3.396, 1.603, 1.287], [-4.431, 2.132, -0.115], [-4.800, 0.906, -0.934], [-3.297, -0.064, -1.194], [2.373, 0.997, 1.434], [3.434, 2.156, 4.480], [2.116, 2.129, 6.577], [-0.208, 1.238, 6.558], [-1.158, 0.402, 4.431], [-3.892, 2.865, -0.715], [-5.316, 2.603, 0.307], [-5.198, 1.161, -1.912], [-5.499, 0.263, -0.401], [1.957, 4.361, -1.889], [1.941, 2.870, -1.396], [1.969, 1.742, -0.996], [-0.539, -0.216, -1.618], [-1.834, 1.628, -2.578], [-0.056, 1.664, -3.230], [-2.008, 0.272, -3.899], [-3.594, 2.034, -3.217], [-1.735, 3.500, -2.714], [-1.061, 2.046, -0.893], [2.125, -0.468, -2.440], [3.050, -0.391, -3.110], [4.189, -0.297, -3.927], [5.472, -0.390, -3.343], [6.530, -0.459, -2.887], [4.072, -0.093, -5.319], [4.005, 0.069, -6.459]]}

***

(4)
{"formula": "C22H13N5O4", "method": "ωB97M-V/def2-TZVPD", "total_energy_ha": -1420.969052, "gap_ha": 0.239, "lumo_ev": -1.873, "symbols": ["N", "C", "O", "C", "C", "C", "C", "N", "C", "C", "C", "C", "C", "C", "C", "C", "C", "C", "C", "C", "N", "C", "O", "C", "N", "C", "O", "C", "C", "O", "N", "H", "H", "H", "H", "H", "H", "H", "H", "H", "H", "H", "H", "H"], "xyz": [[-4.133, -2.436, 2.819], [-3.665, -2.675, 1.532], [-4.303, -3.502, 0.895], [-2.531, -1.905, 0.907], [-2.281, -2.114, -0.479], [-1.280, -1.405, -1.107], [-0.470, -0.552, -0.348], [0.426, 0.029, -1.203], [0.218, -0.396, -2.531], [0.737, -0.086, -3.798], [0.343, -0.818, -4.946], [-0.610, -1.839, -4.831], [-1.218, -2.067, -3.598], [-0.806, -1.377, -2.479], [-0.738, -0.417, 1.026], [0.137, 0.451, 1.856], [0.034, 0.426, 3.244], [0.828, 1.212, 4.055], [1.773, 2.014, 3.430], [1.918, 2.045, 2.057], [1.119, 1.246, 1.324], [2.937, 2.889, 1.390], [3.183, 2.892, 0.187], [3.783, 3.786, 2.200], [4.747, 4.588, 1.506], [5.760, 5.395, 1.970], [6.074, 5.523, 3.120], [3.608, 3.733, 3.581], [2.642, 2.897, 4.214], [2.480, 2.995, 5.426], [-1.783, -1.060, 1.625], [-3.781, -1.663, 3.384], [-4.972, -2.926, 3.113], [-2.881, -2.789, -1.073], [1.090, 0.763, -0.926], [1.549, 0.641, -3.914], [0.794, -0.566, -5.895], [-0.955, -2.417, -5.706], [-1.933, -2.862, -3.472], [-0.653, -0.249, 3.686], [0.731, 1.230, 5.136], [4.719, 4.487, 0.496], [6.443, 5.781, 1.220], [4.203, 4.380, 4.189]]}